# 1
The following is a DFT calculation (ωB97M-V/def2-TZVPD) of 10 unconnected molecules or ions with the total composition C27H74O13.

Values from the calculation:
SMILES string   CC(C)O.CC(C)O.CC(C)O.CC(C)O.CC(C)O.CC(C)O.CC(C)O.OCCO.OCCO.OCCO
Multiplicity   1
Energy   -2050.697188 hartree
Highest occupied orbital energy   -9.379 eV
Total charge   0
Relative energy (zero: lowest compared OMol25 entry of this formula, charge and spin)   305.90 kcal/mol
HOMO-LUMO gap   9.3086 eV

Atoms and positions in Å:
C 14.2812 -36.0968 3.1525
C 14.4745 -35.1937 4.3126
O 14.3140 -35.9084 5.4424
O 14.4219 -35.5864 1.8695
H 13.2305 -36.6296 3.0974
H 14.9739 -36.8909 3.3260
H 14.0246 -34.1649 4.2088
H 15.5351 -34.8082 4.3611
H 13.4346 -35.6188 5.6096
H 13.9989 -34.7637 1.7658
C 17.8946 -34.3927 1.3763
C 19.1809 -34.1561 0.5848
O 19.7813 -32.9783 1.1157
O 17.1875 -35.3725 0.6351
H 17.4152 -33.5122 1.2803
H 18.1945 -34.5600 2.4178
H 18.8908 -34.1248 -0.4984
H 19.9554 -34.9561 0.6106
H 20.6728 -32.7634 0.5664
H 16.3811 -35.6064 1.1951
C 11.1092 -38.1907 1.9944
C 10.6846 -37.2729 3.2173
O 10.2577 -35.9997 2.8182
O 11.6559 -39.4311 2.5465
H 11.8509 -37.6979 1.4835
H 10.3492 -38.3657 1.3722
H 11.5269 -37.1468 3.7395
H 9.8831 -37.7812 3.7788
H 9.6644 -35.4786 3.3521
H 12.5142 -39.3674 2.8193
C 15.3962 -29.9784 7.1142
C 14.0645 -30.6422 6.9382
C 14.0836 -31.8638 5.9575
O 13.8018 -31.2642 8.3159
H 15.6775 -29.4383 5.9992
H 16.2821 -30.7550 7.1385
H 15.4179 -29.3003 7.8168
H 13.2987 -30.0021 6.6936
H 13.0690 -32.2741 5.9513
H 14.7653 -32.4743 6.1491
H 14.2991 -31.3749 4.9768
H 12.8018 -30.9852 8.3693
C 10.4041 -34.3963 7.9614
C 11.7350 -34.1010 7.2930
C 12.9243 -34.7436 8.0735
O 11.7761 -34.7501 6.0062
H 9.9874 -35.2630 7.7875
H 9.6531 -33.9684 7.2932
H 10.4483 -34.2706 8.9962
H 11.7356 -33.1259 7.3639
H 12.8443 -34.4024 9.1495
H 13.9356 -34.6024 7.7154
H 12.8405 -35.7905 8.3921
H 10.8297 -34.6393 5.6879
C 12.1144 -31.3357 2.1128
C 13.0637 -32.1966 1.3149
C 14.5930 -31.6989 1.5107
O 12.9081 -33.5935 1.6923
H 12.2514 -30.3037 1.8356
H 12.1104 -31.3843 3.2062
H 10.9823 -31.5960 1.9613
H 12.8436 -32.1567 0.2895
H 15.3397 -32.2708 0.9931
H 14.9549 -31.8430 2.4972
H 14.7262 -30.6375 1.0382
H 11.9821 -33.6191 1.3895
C 17.6273 -33.8184 5.9691
C 18.8363 -33.3023 6.6983
C 19.3142 -34.2851 7.8474
O 19.9559 -33.0566 5.8566
H 17.6918 -34.7702 5.4861
H 17.3886 -33.1951 5.0979
H 16.6779 -33.8579 6.4964
H 18.6531 -32.2502 7.0517
H 19.5699 -35.1454 7.2302
H 18.4298 -34.3790 8.3429
H 20.0524 -34.0125 8.2118
H 19.6565 -32.6876 5.1849
C 14.9646 -41.3733 3.7137
C 15.1440 -39.9322 3.1771
C 14.7684 -39.8509 1.7211
O 14.3158 -39.1115 3.9828
H 13.9800 -41.7753 3.7122
H 15.4748 -41.3158 4.7686
H 15.5695 -42.1390 3.1956
H 16.2449 -39.7423 3.4018
H 13.8448 -40.4331 1.2992
H 15.4459 -40.1276 0.8811
H 14.7378 -38.8688 1.5796
H 14.8747 -38.9079 4.8603
C 16.4202 -37.2021 8.1773
C 16.5309 -38.4292 7.2576
C 16.1864 -39.7165 8.0455
O 15.6627 -38.2424 6.2008
H 17.0586 -36.8838 9.0108
H 15.3280 -37.1476 8.5679
H 16.3464 -36.1323 7.6428
H 17.5150 -38.6523 6.8963
H 16.8457 -40.1153 8.8999
H 16.0833 -40.5651 7.3796
H 15.1227 -39.6105 8.4411
H 15.3955 -37.4324 6.0245
C 11.4319 -38.5741 6.9244
C 11.7834 -38.9405 8.3861
C 11.1809 -37.9259 9.3954
O 11.1703 -40.2457 8.6968
H 11.8570 -37.5584 6.5946
H 10.4860 -38.6531 6.6113
H 11.8627 -39.2012 6.3341
H 13.0318 -39.0279 8.5817
H 11.3862 -38.3906 10.4076
H 10.1582 -37.7702 9.2153
H 11.8073 -36.9565 9.4970
H 11.7997 -40.6376 9.2764

Löwdin atomic charge list, values in e, 99 entries:
1 C -0.234
2 C -0.294
3 O -0.036
4 O -0.052
5 H 0.141
6 H 0.102
7 H 0.129
8 H 0.121
9 H 0.032
10 H -0.008
11 C -0.257
12 C -0.274
13 O -0.130
14 O -0.077
15 H 0.061
16 H 0.125
17 H 0.125
18 H 0.121
19 H 0.163
20 H 0.084
21 C -0.132
22 C -0.222
23 O -0.064
24 O -0.040
25 H 0.087
26 H 0.076
27 H 0.035
28 H 0.132
29 H 0.073
30 H -0.029
31 C -0.054
32 C -0.402
33 C -0.021
34 O -0.118
35 H 0.152
36 H 0.112
37 H 0.000
38 H 0.099
39 H 0.074
40 H -0.031
41 H 0.093
42 H 0.124
43 C -0.026
44 C -0.419
45 C -0.033
46 O -0.066
47 H 0.015
48 H 0.099
49 H 0.083
50 H 0.053
51 H 0.102
52 H 0.061
53 H 0.043
54 H 0.121
55 C -0.069
56 C -0.401
57 C -0.013
58 O -0.065
59 H 0.070
60 H 0.067
61 H 0.113
62 H 0.114
63 H 0.044
64 H 0.041
65 H 0.117
66 H 0.111
67 C -0.073
68 C -0.413
69 C 0.036
70 O 0.038
71 H 0.070
72 H 0.079
73 H 0.064
74 H 0.143
75 H 0.106
76 H 0.053
77 H -0.055
78 H -0.056
79 C -0.065
80 C -0.498
81 C -0.059
82 O -0.116
83 H 0.060
84 H 0.097
85 H 0.074
86 H 0.155
87 H 0.129
88 H 0.094
89 H 0.012
90 H 0.110
91 C -0.045
92 C -0.463
93 C -0.049
94 O -0.010
95 H 0.071
96 H 0.095
97 H 0.094
98 H 0.125
99 H 0.109

# 2
The following is a DFT calculation (ωB97M-V/def2-TZVPD) of 9 unconnected molecules or ions with the total composition C27H75N9O15.

Values from the calculation:
SMILES string   COCCNCCOC.COCCNCCOC.COCCNCCOC.NC(N)=O.NC(N)=O.NC(N)=O.OCCO.OCCO.OCCO
Multiplicity   1
Energy   -2694.996753 hartree
Highest occupied orbital energy   -8.245 eV
Total charge   0
Relative energy (zero: lowest compared OMol25 entry of this formula, charge and spin)   29.17 kcal/mol
HOMO-LUMO gap   8.6364 eV

Atoms and positions in Å:
C 1.0493 -0.7968 3.6450
O 1.4359 -1.9541 3.5991
N 0.6472 -0.1642 4.7946
N 0.8566 -0.0050 2.5419
H 0.3667 0.8009 4.7499
H 0.5788 -0.6997 5.6387
H 0.5478 0.9417 2.6599
H 0.9110 -0.4160 1.6245
C 0.5193 4.6446 2.4270
O -0.6822 4.8562 2.6037
N 1.1915 5.2552 1.3971
N 1.2331 3.8196 3.2347
H 0.6732 5.9728 0.9243
H 2.1939 5.3111 1.4217
H 2.2127 3.6141 3.1856
H 0.6569 3.3023 3.8808
C -2.0012 2.1077 4.2643
O -0.8695 2.3615 4.6644
N -2.5525 0.8645 4.1533
N -2.8487 3.1607 3.9612
H -3.5229 0.7740 3.9201
H -1.9291 0.0809 4.2457
H -3.7752 2.9835 3.6204
H -2.3146 3.9875 3.7214
C 3.1520 -6.8196 0.4184
O 3.9035 -6.1322 1.3802
C 3.7947 -4.7149 1.2691
C 4.6763 -4.1797 0.1284
N 4.8311 -2.7422 0.0728
C 3.6310 -2.0491 -0.3577
C 3.8122 -0.5628 -0.5260
O 3.8727 0.0797 0.7447
C 5.1553 0.3422 1.2806
H 3.3449 -7.8796 0.5720
H 3.2995 -6.5636 -0.6360
H 2.0767 -6.6489 0.5951
H 4.0637 -4.3238 2.2469
H 2.7508 -4.4690 1.0260
H 4.3450 -4.5185 -0.8533
H 5.6463 -4.6615 0.3055
H 5.1857 -2.3562 0.9359
H 2.8049 -2.1354 0.3624
H 3.3206 -2.4281 -1.3366
H 2.9206 -0.1319 -0.9863
H 4.6709 -0.2293 -1.1207
H 5.0207 1.1405 2.0086
H 5.8199 0.6915 0.4825
H 5.5811 -0.5357 1.7750
C -0.8005 1.5334 -4.4975
O -0.2697 2.0680 -3.3092
C 0.1205 3.4111 -3.4961
C 0.8551 3.8953 -2.2604
N 1.8066 2.8766 -1.7955
C 1.8508 2.6765 -0.3024
C 0.6713 3.0160 0.5728
O -0.4649 2.2820 0.1113
C -1.6641 2.8345 0.6467
H -0.0665 1.5175 -5.3073
H -1.7023 2.0797 -4.7977
H -1.1373 0.5137 -4.3045
H -0.7032 4.0738 -3.7688
H 0.8528 3.4152 -4.3186
H 0.1581 4.3114 -1.5201
H 1.3582 4.8384 -2.5203
H 1.2224 2.0474 -1.9421
H 2.6692 3.2480 0.1536
H 2.0990 1.6211 -0.2022
H 0.4361 4.0818 0.6357
H 0.9638 2.6927 1.5787
H -1.5304 3.0662 1.7100
H -2.4289 2.0565 0.6324
H -1.9804 3.7095 0.0778
C -10.4429 -4.3515 2.7926
O -9.7047 -4.4280 1.5957
C -8.8656 -3.3363 1.3866
C -7.7452 -3.2315 2.4078
N -6.6379 -2.3219 2.0998
C -5.6809 -2.9381 1.1618
C -4.5445 -1.9916 0.8372
O -5.0813 -0.8452 0.2338
C -4.2194 -0.2873 -0.7400
H -10.6602 -3.3115 3.0679
H -9.8916 -4.7778 3.6394
H -11.3910 -4.8777 2.7042
H -9.3829 -2.3820 1.2096
H -8.3941 -3.4943 0.4066
H -7.3248 -4.2185 2.6109
H -8.1454 -2.8982 3.3738
H -6.9712 -1.5126 1.5803
H -6.1627 -3.1675 0.1969
H -5.3274 -3.8998 1.5379
H -3.8746 -2.5640 0.1840
H -3.9903 -1.7185 1.7418
H -3.2727 0.0361 -0.2888
H -4.6940 0.6449 -1.0524
H -4.0469 -0.9521 -1.5860
C 5.1746 2.8613 -3.0448
C 5.5697 4.0585 -2.2069
O 4.6741 4.2710 -1.1186
O 3.9871 3.0812 -3.7749
H 5.0884 1.9863 -2.3848
H 5.9835 2.6128 -3.7343
H 5.6839 4.9289 -2.8588
H 6.5417 3.8216 -1.7627
H 3.8323 3.8849 -1.3971
H 3.2238 2.9757 -3.1872
C 0.1133 -1.3953 -1.2956
C -1.0844 -2.2558 -0.9302
O -1.8945 -2.4945 -2.1182
O 0.3672 -0.5022 -0.2003
H -0.0785 -0.7392 -2.1502
H 0.9337 -2.0322 -1.6420
H -1.7936 -1.6254 -0.3863
H -0.8640 -3.1239 -0.3117
H -2.0840 -3.4353 -2.1792
H 0.0134 0.3574 -0.4589
C 3.3262 0.1044 -5.1685
C 2.2995 -0.3436 -4.1394
O 2.6474 -1.5663 -3.4930
O 2.9124 1.3134 -5.7800
H 3.4204 -0.6548 -5.9506
H 4.3224 0.2130 -4.7239
H 1.3389 -0.4540 -4.6508
H 2.2337 0.3812 -3.3248
H 3.0180 -2.1981 -4.1159
H 2.9717 1.9532 -5.0550

Löwdin atomic charge list, values in e, 99 entries:
1 C -0.672
2 O 0.015
3 N 0.145
4 N 0.182
5 H 0.040
6 H 0.102
7 H 0.064
8 H 0.061
9 C -0.669
10 O 0.029
11 N 0.122
12 N 0.176
13 H 0.132
14 H 0.124
15 H 0.121
16 H 0.073
17 C -0.635
18 O -0.013
19 N 0.185
20 N 0.158
21 H 0.100
22 H 0.093
23 H 0.096
24 H 0.078
25 C -0.136
26 O -0.190
27 C -0.202
28 C -0.213
29 N -0.048
30 C -0.211
31 C -0.212
32 O -0.212
33 C -0.094
34 H 0.087
35 H 0.080
36 H 0.087
37 H 0.129
38 H 0.114
39 H 0.109
40 H 0.122
41 H 0.090
42 H 0.121
43 H 0.103
44 H 0.088
45 H 0.119
46 H 0.084
47 H 0.086
48 H 0.075
49 C -0.105
50 O -0.208
51 C -0.206
52 C -0.185
53 N -0.021
54 C -0.139
55 C -0.257
56 O -0.197
57 C -0.065
58 H 0.087
59 H 0.092
60 H 0.088
61 H 0.131
62 H 0.124
63 H 0.112
64 H 0.124
65 H 0.080
66 H 0.108
67 H 0.095
68 H 0.047
69 H 0.096
70 H 0.054
71 H 0.077
72 H 0.099
73 C -0.119
74 O -0.171
75 C -0.255
76 C -0.223
77 N -0.051
78 C -0.216
79 C -0.243
80 O -0.184
81 C -0.096
82 H 0.090
83 H 0.087
84 H 0.085
85 H 0.128
86 H 0.118
87 H 0.123
88 H 0.110
89 H 0.102
90 H 0.116
91 H 0.121
92 H 0.111
93 H 0.125
94 H 0.070
95 H 0.091
96 H 0.087
97 C -0.241
98 C -0.234
99 O -0.074